Entry 1:
# C6H15NO2

2 unconnected molecules or ions with the total composition C6H15NO2 (ωB97M-V with the def2-TZVPD basis set, the OMol25 dataset).

Geometry as ORCA input:
```
! wB97M-V def2-TZVPD RIJCOSX def2/J DEFGRID3
* xyz 0 1
C 0.848 -0.535 -0.989
N 0.740 -1.995 -0.693
C -0.458 -2.611 -0.786
O -0.629 -3.782 -0.526
C 0.519 0.347 0.230
C -0.494 1.554 -0.103
C -1.670 1.701 0.865
C 0.209 2.840 -0.539
H 0.042 -0.315 -1.676
H 1.822 -0.419 -1.422
H 1.556 -2.406 -0.272
H -1.227 -1.937 -1.298
H 1.460 0.859 0.487
H 0.173 -0.202 1.106
H -1.055 1.240 -1.013
H -1.283 2.142 1.789
H -2.504 2.166 0.369
H -2.117 0.707 1.158
H 0.302 3.719 0.092
H -0.452 3.186 -1.352
H 1.213 2.609 -0.936
H 0.838 -2.420 1.334
H 1.010 -3.692 1.990
O 1.157 -2.755 2.186
*
```

Output
**Kohn-Sham gap**: 0.401 hartree
**SMILES**: CC(C)CCNC=O.O
**ΔE to the lowest compared entry with this formula, charge and spin**: 40.7 kcal/mol
**Highest occupied orbital energy**: -10.10 eV

---

Entry 2:
# C14H26N2

2 unconnected molecules or ions with the total composition C14H26N2 (ωB97M-V with the def2-TZVPD basis set, the OMol25 dataset).

Geometry as ORCA input:
```
! wB97M-V def2-TZVPD RIJCOSX def2/J DEFGRID3
* xyz 0 1
C 3.933 2.067 0.041
C 3.041 1.365 1.178
C 3.353 -0.041 1.497
C 3.434 -1.045 0.321
C 2.181 -1.430 -0.384
C 1.016 -2.014 0.481
C -0.026 -2.579 -0.434
C -0.494 -1.661 -1.558
C -1.289 0.736 -1.933
C -0.758 2.584 -0.368
C -2.413 0.972 -0.056
C -1.735 -0.212 0.040
C -4.826 -0.337 2.270
C -5.411 -0.167 1.207
H 4.086 1.271 -0.751
H 3.406 3.025 -0.329
H 4.959 2.292 0.339
H 1.980 1.434 0.942
H 3.066 2.041 2.056
H 2.829 -0.434 2.354
H 4.460 -0.039 1.827
H 4.019 -1.934 0.518
H 4.118 -0.664 -0.425
H 1.815 -0.564 -1.063
H 2.439 -2.181 -1.127
H 0.654 -1.213 1.105
H 1.444 -2.768 1.118
H 0.263 -3.592 -0.910
H -0.885 -2.914 0.252
H 0.367 -1.540 -2.257
H -1.366 -2.122 -2.005
H -2.070 0.385 -2.563
H -0.436 1.148 -2.527
H -0.043 2.875 -1.158
H -1.210 3.485 0.032
H -0.269 2.013 0.389
H -3.091 1.318 0.794
H -1.621 -0.833 0.882
H -4.309 -0.436 3.178
H -6.136 0.008 0.350
N -0.799 -0.266 -1.058
N -1.845 1.768 -1.061
*
```

Output
**Kohn-Sham gap**: 0.307 hartree
**SMILES**: CCCCCCCCN1C=CN(C)C1.C#C
**ΔE to the lowest compared entry with this formula, charge and spin**: 50.2 kcal/mol
**Highest occupied orbital energy**: -7.39 eV

---

Entry 3:
# C29H59BO34PS7

8 unconnected molecules or ions with the total composition C29H59BO34PS7 (ωB97M-V with the def2-TZVPD basis set, the OMol25 dataset).

Geometry as ORCA input:
```
! wB97M-V def2-TZVPD RIJCOSX def2/J DEFGRID3
* xyz -1 1
C -2.362 -4.833 -1.136
C -3.405 -5.005 -0.567
C -4.651 -4.848 0.202
C -5.610 -3.783 -0.400
C -5.856 -2.575 0.530
C -5.120 -1.259 0.198
C -3.919 -1.375 -0.753
O -4.420 -1.208 -2.044
P -5.656 0.065 -2.052
C -4.343 1.430 -1.647
O -3.408 1.676 -2.710
C -2.215 0.957 -2.610
C -1.308 1.410 -1.467
O -0.121 0.629 -1.557
C 0.679 0.688 -0.411
C 1.604 -0.537 -0.378
O 2.074 -0.890 -1.653
C 1.296 -1.859 -2.338
C 2.168 -2.983 -2.908
B -7.066 -1.117 -2.739
C -6.848 -2.536 -3.427
O -8.399 -0.660 -2.705
O -5.945 -0.255 -0.316
H -1.488 -4.709 -1.728
H -4.393 -4.602 1.231
H -5.127 -5.831 0.235
H -5.260 -3.497 -1.389
H -6.570 -4.283 -0.549
H -5.573 -2.891 1.535
H -6.922 -2.344 0.485
H -4.678 -0.923 1.158
H -3.142 -0.637 -0.506
H -3.424 -2.339 -0.584
H -5.382 0.335 -3.481
H -6.687 1.096 -1.945
H -3.849 1.264 -0.684
H -4.924 2.347 -1.540
H -1.666 1.131 -3.543
H -2.356 -0.126 -2.537
H -1.097 2.484 -1.547
H -1.772 1.190 -0.501
H 1.315 1.588 -0.444
H 0.086 0.709 0.511
H 2.477 -0.281 0.230
H 1.096 -1.362 0.132
H 0.782 -1.357 -3.162
H 0.520 -2.289 -1.702
H 2.084 -3.899 -2.324
H 3.216 -2.692 -2.967
H 1.843 -3.199 -3.928
H -7.216 -3.294 -2.729
H -7.475 -2.606 -4.328
H -5.813 -2.745 -3.691
H -8.705 -0.408 -3.580
C 1.044 4.800 -4.631
C -0.252 4.733 -3.859
O 0.055 5.384 -2.609
S 1.123 6.539 -2.852
O 0.471 7.794 -2.950
O 2.189 6.341 -1.929
O 1.594 6.096 -4.310
H 1.751 4.039 -4.289
H 0.898 4.704 -5.696
H -0.577 3.712 -3.676
H -1.049 5.289 -4.354
C -3.353 -9.427 1.320
C -4.640 -9.510 2.116
O -4.339 -8.823 3.336
S -3.317 -7.623 3.041
O -4.043 -6.420 2.882
O -2.232 -7.732 3.946
O -2.855 -8.115 1.588
H -2.619 -10.158 1.667
H -3.511 -9.545 0.251
H -4.936 -10.532 2.335
H -5.458 -8.988 1.615
C 1.463 1.798 -9.128
C 2.306 1.431 -7.922
O 1.672 2.117 -6.833
S 0.090 2.173 -7.083
O -0.533 1.126 -6.370
O -0.332 3.525 -6.951
O 0.116 1.795 -8.637
H 1.698 2.800 -9.492
H 1.556 1.082 -9.940
H 3.337 1.760 -8.011
H 2.277 0.359 -7.720
C -9.080 -2.810 4.513
C -7.747 -2.332 3.972
O -7.015 -3.544 3.745
S -8.013 -4.705 3.291
O -8.026 -4.795 1.878
O -7.784 -5.843 4.106
O -9.374 -3.987 3.751
H -9.011 -3.086 5.568
H -9.874 -2.080 4.377
H -7.206 -1.705 4.674
H -7.857 -1.808 3.020
C 3.990 4.844 0.071
C 3.402 3.941 1.133
O 4.516 3.136 1.566
S 5.857 3.993 1.485
O 6.152 4.527 2.773
O 6.831 3.250 0.773
O 5.300 5.176 0.579
H 4.109 4.323 -0.880
H 3.412 5.747 -0.083
H 2.611 3.301 0.753
H 3.034 4.510 1.988
C 8.444 4.636 5.373
C 7.528 5.807 5.103
O 7.474 6.506 6.362
S 8.872 6.379 7.115
O 9.655 7.534 6.861
O 8.635 5.920 8.435
O 9.468 5.175 6.235
H 7.927 3.836 5.905
H 8.895 4.239 4.467
H 6.534 5.500 4.804
H 7.944 6.480 4.352
C 11.368 2.189 6.451
C 12.733 2.639 5.978
O 13.404 1.417 5.640
S 12.347 0.356 5.071
O 12.363 0.390 3.654
O 12.507 -0.856 5.786
O 11.024 1.107 5.575
H 11.405 1.809 7.474
H 10.624 2.976 6.383
H 13.293 3.168 6.744
H 12.664 3.258 5.081
*
```

Output
**Kohn-Sham gap**: 0.180 hartree
**Highest occupied orbital energy**: -3.49 eV

---

Entry 4:
# C5H7BF4N2O4V

A molecular structure, C5H7BF4N2O4V (ωB97M-V with the def2-TZVPD basis set, the OMol25 dataset).

Geometry as ORCA input:
```
! wB97M-V def2-TZVPD RIJCOSX def2/J DEFGRID3
* xyz 0 2
O -0.048 2.475 0.416
V -0.312 1.107 -0.260
B -2.581 0.621 1.508
F -3.079 1.412 2.514
F -3.169 -0.623 1.457
F -2.681 1.312 0.243
F -1.140 0.446 1.630
O 0.806 2.131 -3.797
C 0.321 1.695 -2.659
O 1.085 1.081 -1.843
O -0.889 1.876 -2.353
H 0.076 2.606 -4.222
C 3.238 0.530 2.788
C 2.240 0.371 1.751
N 1.450 0.254 0.939
H 3.374 -0.426 3.296
H 2.851 1.233 3.524
H 4.183 0.865 2.376
C -0.985 -3.641 -1.377
C -0.880 -2.248 -0.945
N -0.864 -1.169 -0.586
H -0.052 -3.936 -1.852
H -1.826 -3.715 -2.058
H -1.118 -4.257 -0.490
*
```

Output
**Kohn-Sham gap (alpha / beta)**: 0.367 / 0.412 hartree
**Highest occupied orbital energy (alpha / beta)**: -10.13 / -10.99 eV

---

How do the records compare in DFT total energy? In the order shown, they have -442.8163; -658.3597; -6851.8156; -1973.8457 Ha.